# 1
159
Properties=species:S:1:pos:R:3 method="wB97M-V/def2-TZVPD" energy_ha=-6072.1577 charge=+6 lumo_energy_ev=-12.54 orbital_gap_ev=2.3527 e_homo_ev=-14.89
C -3.70372 -0.59393 -3.17467
N -3.56670 -1.50123 -4.30365
C -2.34111 -1.94942 -4.60536
C -2.14917 -2.77669 -5.70064
C -3.18690 -3.15657 -6.51225
C -4.45341 -2.65042 -6.15864
C -4.65079 -1.90199 -5.02499
C -2.98548 -4.03318 -7.68855
C -1.80773 -4.06758 -8.42366
C -1.61805 -4.88776 -9.53727
N -2.62088 -5.69851 -9.95293
C -3.80952 -5.65568 -9.29897
C -3.96458 -4.90173 -8.15791
C -2.44122 -6.58340 -11.15753
H -3.45056 -1.13309 -2.26289
H -4.72900 -0.26218 -3.00647
H -3.12733 0.32286 -3.27886
H -1.55096 -1.59111 -3.94880
H -1.13750 -3.14887 -5.81637
H -5.32074 -2.84215 -6.77606
H -5.57410 -1.49670 -4.64092
H -1.00107 -3.39963 -8.15035
H -0.73889 -4.88952 -10.16455
H -4.61206 -6.28940 -9.64820
H -4.86709 -5.09370 -7.59243
H -2.82543 -7.56554 -10.89216
H -1.39815 -6.72161 -11.42980
H -3.00884 -6.03945 -11.90933
C 3.60931 -4.57036 8.06924
N 3.43706 -3.32758 7.25146
C 2.26553 -3.10811 6.63098
C 2.06310 -1.95132 5.91240
C 3.05482 -0.97053 5.93343
C 4.24410 -1.22968 6.59073
C 4.44270 -2.43300 7.26014
C 2.86516 0.35686 5.29757
C 3.79914 0.81267 4.34880
C 3.46633 1.96443 3.67966
N 2.35083 2.66726 3.99439
C 1.39638 2.19372 4.79782
C 1.71041 1.08589 5.56328
C 2.02599 3.86590 3.19972
H 4.65132 -4.86961 8.14664
H 3.14888 -5.40259 7.53870
H 3.10132 -4.34024 9.00259
H 1.58856 -3.93453 6.79319
H 1.08119 -1.78143 5.49482
H 5.03945 -0.49957 6.64752
H 5.39255 -2.67300 7.71463
H 4.70960 0.32022 4.03200
H 4.04415 2.35243 2.85414
H 0.51194 2.78878 4.96214
H 1.02113 0.70962 6.30591
H 2.86043 4.56300 3.26917
H 1.08546 4.33696 3.46217
H 2.02473 3.54985 2.15599
C -1.63171 4.97536 -1.39155
N -2.90349 4.59881 -0.71441
C -4.08058 4.71746 -1.35284
C -5.23566 4.37547 -0.67472
C -5.20002 3.94598 0.64180
C -3.95252 3.75231 1.23749
C -2.79828 4.07904 0.52837
C -6.47847 3.69409 1.37781
C -6.58978 2.66024 2.30592
C -7.73437 2.49972 3.05920
N -8.81032 3.26137 2.73575
C -8.70618 4.31390 1.87783
C -7.55522 4.53871 1.15446
C -9.97469 3.21104 3.63881
H -1.26835 5.81059 -0.79181
H -1.91020 5.37031 -2.36483
H -0.88849 4.18217 -1.40098
H -4.13572 5.07183 -2.37188
H -6.20273 4.35175 -1.15821
H -3.88668 3.37508 2.24736
H -1.82550 4.16813 0.98943
H -5.78990 1.96309 2.51435
H -7.86727 1.83124 3.89661
H -9.58472 4.94336 1.84366
H -7.43571 5.39092 0.50143
H -10.11796 2.18336 3.96599
H -10.93324 3.46728 3.19007
H -9.73964 3.92328 4.42809
C 3.69536 1.88405 -1.67127
N 5.14835 2.07242 -1.92771
C 5.58455 3.08456 -2.70081
C 6.91261 3.25560 -2.99404
C 7.87048 2.58278 -2.22482
C 7.37493 1.70417 -1.24644
C 6.02948 1.39594 -1.13558
C 9.33437 2.82649 -2.30843
C 10.03931 2.53501 -3.47942
C 11.37171 2.86050 -3.55428
N 11.99497 3.48053 -2.53545
C 11.32295 3.79297 -1.41040
C 10.00641 3.45967 -1.28595
C 13.42794 3.92246 -2.62703
H 3.46009 2.03190 -0.61796
H 3.45750 0.86045 -1.97662
H 3.03005 2.56794 -2.19324
H 4.85564 3.65654 -3.25699
H 7.30289 4.03105 -3.63878
H 8.02726 1.27031 -0.50037
H 5.61702 0.75044 -0.36809
H 9.55189 2.01797 -4.29374
H 12.01350 2.59729 -4.38338
H 11.83712 4.35924 -0.64711
H 9.51672 3.64144 -0.33881
H 13.92400 3.37246 -3.42274
H 13.98651 3.70278 -1.71999
H 13.32814 4.99217 -2.79689
C -2.32729 -3.73959 -1.07356
C -3.31633 -3.00705 -0.12260
C -2.94536 -3.25893 1.35678
C -4.07224 -2.96118 2.37976
N -3.67485 -2.33325 3.71988
C -2.69295 -1.18745 3.43268
C -2.64759 -0.48175 4.76877
C -4.15307 -0.44339 5.15652
C -4.81932 -1.62728 4.46053
C -3.02730 -3.44568 4.52402
H -2.42118 -4.80810 -0.86720
H -1.29598 -3.41550 -0.93125
H -2.52229 -3.71744 -2.14650
H -4.31198 -3.37095 -0.38997
H -3.34921 -1.93398 -0.32949
H -2.00524 -2.76082 1.59654
H -2.61061 -4.29679 1.43283
H -4.80976 -3.75979 2.47552
H -4.72001 -2.26282 1.83775
H -1.70223 -1.50366 3.12142
H -3.21226 -0.56502 2.70452
H -2.07218 -1.08052 5.47551
H -2.17519 0.49712 4.71707
H -4.24976 -0.45621 6.24199
H -4.55794 0.52712 4.86939
H -5.29821 -2.43758 5.00581
H -5.43912 -1.31881 3.61990
H -2.86960 -3.07863 5.53521
H -2.15383 -3.86874 4.03606
H -3.83653 -4.17501 4.54583
As -0.14423 0.65749 0.59142
F -0.03638 0.89581 -1.13785
F -1.93265 0.94344 0.51419
F -0.29552 0.52847 2.34550
F 1.61165 0.48482 0.67238
F 0.13737 2.39330 0.83661
F -0.40660 -1.05402 0.41462
O 1.78694 -2.35920 -2.07054
C 1.51451 -1.60682 -3.19085
O 2.12207 -0.53831 -3.43389
O 0.73640 -2.11011 -4.04450
H 2.28926 -1.72234 -1.53042
O 3.33522 -1.25422 -0.19079
C 4.51185 -1.21741 0.50444
O 5.56896 -1.58814 -0.01353
O 4.46998 -0.72139 1.67857
H 2.88561 -0.79255 0.54909

# 2
35
Properties=species:S:1:pos:R:3 method="wB97M-V/def2-TZVPD" energy_ha=-3882.9192 charge=0 lumo_energy_ev=-1.84 orbital_gap_ev=5.9209 e_homo_ev=-7.76
Au 0.52827 0.98599 0.99367
O -0.53069 2.60054 0.05267
N -1.88669 2.46172 -0.14805
C -2.46994 3.52142 -0.77976
C -3.79781 3.53997 -1.03775
C -4.57336 2.44426 -0.63846
C -3.97667 1.38973 -0.00064
C -2.58678 1.37816 0.26530
S -1.81495 0.06395 1.06402
H -1.78191 4.30927 -1.03561
H -4.22338 4.39891 -1.54259
H -5.64323 2.43006 -0.82925
H -4.54988 0.52784 0.32418
O 1.83382 -0.36266 1.71168
C 2.09805 -1.59099 1.18202
C 2.60029 -2.52622 2.08949
C 2.96700 -3.79311 1.70213
C 2.82583 -4.19635 0.36610
C 2.32236 -3.29096 -0.52620
C 1.95446 -1.98792 -0.14664
C 1.42582 -1.06534 -1.16649
N 0.97488 0.15516 -0.97208
C 0.56049 0.69522 -2.21450
C 0.79389 -0.22767 -3.16525
N 1.33812 -1.33121 -2.48707
H 2.70191 -2.19268 3.11811
H 3.36003 -4.48688 2.44327
H 3.10117 -5.19439 0.04691
H 2.20645 -3.60571 -1.56290
H 0.15033 1.70591 -2.29807
H 0.63594 -0.21999 -4.24143
H 1.62993 -2.18355 -2.91548
Se 0.79634 2.73362 2.73987
C 0.59173 1.74794 4.30704
N 0.43818 1.16595 5.30180

# 3
86
Properties=species:S:1:pos:R:3 method="wB97M-V/def2-TZVPD" energy_ha=-11419.9350 charge=0 lumo_energy_ev=-0.08 orbital_gap_ev=10.1717 e_homo_ev=-10.25
C 3.76555 -2.30582 1.33707
C 4.05520 -0.82804 1.10013
C 3.48871 -0.39020 -0.21359
O 3.31128 -1.16004 -1.15613
O 3.20366 0.94464 -0.35695
C 2.08150 1.36128 0.41273
C 0.91390 0.37623 0.37003
B 0.68560 -0.36220 1.72415
O 0.52635 0.34151 2.91620
B -0.58192 -0.07635 3.60781
O -0.94284 -1.41378 3.59957
B -0.72465 -1.96509 2.33289
B -1.93027 -2.72472 1.37550
O -1.55210 -3.48325 0.31956
O -3.26042 -2.54948 1.66867
C -3.70049 -1.18992 1.76416
O 0.54918 -1.74044 1.81320
H 3.76381 -2.52220 2.39745
H 2.80761 -2.61059 0.93684
H 4.51988 -2.93648 0.88884
H 3.66224 -0.27064 1.94024
H 5.13152 -0.73441 1.05883
H 1.77674 2.31479 0.01586
H 2.39785 1.54132 1.43515
H 0.96487 -0.32386 -0.45335
H 0.00995 0.96533 0.21727
H -1.28870 0.67891 4.19378
H -2.22443 -3.39867 -0.36963
H -4.68673 -1.12639 1.32804
H -3.71975 -0.87642 2.80176
H -3.07033 -0.50380 1.20192
C -0.05431 -2.56222 5.62335
Cl 0.78785 -1.54981 6.80688
Cl -0.09650 -4.25880 6.11489
H -1.07077 -2.20387 5.52404
H 0.46779 -2.48785 4.67678
C -4.74949 -4.33300 -1.47903
Cl -4.00477 -2.72664 -1.60326
Cl -6.51077 -4.23263 -1.43600
H -4.45373 -4.91273 -2.34418
H -4.40395 -4.80133 -0.56451
C -1.20672 0.30054 -3.12979
Cl -2.36388 -0.17918 -1.86828
Cl -1.62353 1.85700 -3.83838
H -0.22215 0.37533 -2.68038
H -1.21111 -0.45780 -3.90307
C -6.18468 0.25803 -2.92096
Cl -6.19946 1.81293 -2.07614
Cl -6.37817 0.45261 -4.66559
H -5.23449 -0.22229 -2.73515
H -6.99926 -0.34904 -2.54549
C -6.29233 -0.21243 4.91682
Cl -7.37462 0.66367 3.83064
Cl -4.61182 0.30999 4.73759
H -6.60127 -0.03060 5.93817
H -6.34887 -1.26860 4.68361
C 4.48638 -0.45462 5.72766
Cl 3.40881 -0.18697 4.35346
Cl 6.06033 -1.05354 5.19201
H 4.62857 0.48494 6.24647
H 4.03211 -1.18690 6.38410
C 5.68642 0.74069 -3.24134
Cl 6.58267 2.19194 -2.77430
Cl 5.47321 0.63337 -4.99394
H 6.23460 -0.13150 -2.90814
H 4.71203 0.77507 -2.77596
C 8.66777 -1.67584 2.59123
Cl 8.00463 -3.25145 3.03725
Cl 7.56114 -0.75668 1.55872
H 8.84546 -1.10665 3.49538
H 9.59283 -1.82821 2.05004
C -0.82200 5.23690 -5.88490
Cl -0.99863 6.77845 -6.73339
Cl -2.14434 4.95670 -4.74334
H -0.82855 4.43699 -6.61690
H 0.11975 5.25016 -5.34074
C 2.57128 3.32766 -4.16161
Cl 2.40984 4.86051 -5.02826
Cl 1.20974 3.06672 -3.05762
H 2.59289 2.52234 -4.88553
H 3.49280 3.34565 -3.59144
C -5.67025 4.09058 -5.66076
Cl -6.88827 4.58986 -6.84214
Cl -4.36311 3.16771 -6.40114
H -5.24573 4.97788 -5.20534
H -6.14706 3.46727 -4.91334

# 4
14
Properties=species:S:1:pos:R:3 method="wB97M-V/def2-TZVPD" energy_ha=-684.6916 charge=0 lumo_energy_ev=0.51 orbital_gap_ev=8.7976 e_homo_ev=-8.29
C -0.08531 -1.38971 -0.91100
C -0.18430 -0.42092 -0.01232
C -1.32579 -0.44503 0.97042
N 0.51106 0.80231 -0.13272
O -0.35107 1.87318 -0.26297
C 1.79861 0.91877 0.06586
S 2.89186 -0.27797 0.25926
H 0.73414 -1.29481 -1.63893
H -0.64242 -2.26559 -0.92736
H -1.74486 -1.45147 0.84121
H -2.14239 0.27683 0.73101
H -0.94396 -0.32389 1.98537
H -0.51625 1.98489 -1.20759
H 2.00068 2.01342 0.23975

# 5
8
Properties=species:S:1:pos:R:3 method="wB97M-V/def2-TZVPD" energy_ha=-283.0460 charge=0 lumo_energy_ev="0.62 / -2.62" orbital_gap_ev="8.1743 / 6.8868" e_homo_ev="-7.56 / -9.51" multiplicity=3
C 0.31274 -0.29782 -0.24551
C 1.47548 0.47483 0.20796
N -0.81231 0.31652 -0.16698
O 2.63444 0.17456 -0.00789
O -0.84089 1.55718 0.10192
H 0.34611 -1.37972 -0.26287
H 1.12792 1.39245 0.49330
H -1.57977 -0.23072 -0.51582

# 6
15
Properties=species:S:1:pos:R:3 method="wB97M-V/def2-TZVPD" energy_ha=-250.5591 charge=0 lumo_energy_ev=1.08 orbital_gap_ev=8.3931 e_homo_ev=-7.32
C 1.49304 -0.82196 1.83449
C 0.49533 -1.48624 1.25614
C -0.63615 -0.92948 0.43022
N -0.26172 0.34206 -0.18649
C -0.65345 0.79189 -1.40210
C -0.37141 2.01658 -1.93229
H 2.47460 -1.25910 1.92859
H 1.41176 0.23797 2.05322
H 0.54529 -2.57099 1.33458
H -1.45382 -0.63182 1.09727
H -0.97978 -1.63217 -0.31710
H 0.06865 1.05728 0.43637
H -1.41601 0.22152 -1.93824
H 0.61651 2.45247 -1.83727
H -1.18864 2.61141 -2.30903

# 7
12
Properties=species:S:1:pos:R:3 method="wB97M-V/def2-TZVPD" energy_ha=-248.4783 charge=0 lumo_energy_ev=1.13 orbital_gap_ev=11.0984 e_homo_ev=-9.97
H 2.29563 -1.14146 1.02675
N 1.42849 -0.82983 0.60421
C 1.54477 -0.19531 -0.48541
O 0.49516 0.15924 -1.18589
C -0.83394 -0.26424 -0.51175
C -1.20707 0.74337 0.55392
H 2.47972 0.09388 -0.98411
H -1.49629 -0.23456 -1.37538
H -0.79366 -1.27858 -0.11231
H -0.44620 0.77203 1.32358
H -2.14995 0.43957 1.02179
H -1.31667 1.73590 0.12460

# 8
15
Properties=species:S:1:pos:R:3 method="wB97M-V/def2-TZVPD" energy_ha=-304.0998 charge=+1 lumo_energy_ev=-5.13 orbital_gap_ev=8.4695 e_homo_ev=-13.60
N -0.64562 1.62774 1.23789
C 0.00795 1.56828 0.18798
C 0.80747 0.42352 -0.25695
C -0.22138 -0.60839 -0.78341
N -0.47431 -1.92910 -0.10041
O -0.73389 -1.62033 1.30895
H -0.51163 0.92047 1.94110
H -1.60965 2.07882 1.20604
H -0.09721 2.39617 -0.46804
H 1.54503 -0.05401 0.40744
H 1.47775 0.67364 -1.11943
H -1.24901 -0.17360 -0.74906
H 0.02702 -1.09270 -1.71715
H 0.39393 -2.44914 -0.12250
H -1.27283 -2.28787 1.72584